The following is a quantum chemistry calculation of a molecular structure, C12H25IrS5Sb at a distorted geometry, from the OMol25 dataset.

```
44
Properties=species:S:1:pos:R:3
Ir -0.299 0.188 0.255
C 0.557 2.078 -2.484
C 1.274 2.809 -1.359
S 0.243 2.697 0.122
C 1.401 2.902 1.497
C 0.798 2.256 2.737
S 0.539 0.458 2.654
C 2.226 -0.223 2.781
C 2.581 -1.135 1.609
S 2.320 -0.132 0.145
C 2.509 -1.186 -1.291
C 2.010 -0.366 -2.478
S 0.329 0.293 -2.252
H 1.075 2.232 -3.432
H -0.459 2.453 -2.618
H 1.405 3.855 -1.634
H 2.255 2.388 -1.137
H 1.552 3.965 1.685
H 2.360 2.465 1.220
H -0.197 2.650 2.951
H 1.413 2.467 3.613
H 2.279 -0.780 3.715
H 2.919 0.615 2.855
H 1.936 -2.011 1.558
H 3.620 -1.453 1.687
H 1.929 -2.096 -1.146
H 3.558 -1.441 -1.438
H 1.988 -0.992 -3.369
H 2.672 0.476 -2.684
S -3.669 0.241 0.459
C -2.255 -0.324 0.242
C 0.553 -4.610 -0.019
Sb -0.583 -2.813 0.091
C -1.492 -3.039 1.986
C -2.095 -3.291 -1.300
H -0.156 -5.413 0.184
H 1.348 -4.623 0.724
H 0.970 -4.729 -1.017
H -2.114 -3.935 1.966
H -2.109 -2.174 2.214
H -0.717 -3.162 2.742
H -2.621 -4.174 -0.936
H -1.631 -3.521 -2.258
H -2.783 -2.457 -1.397
```

Values from the calculation:
spin multiplicity	6
E_LUMO (spin up / spin down)	-5.7 / -9.1	eV
HOMO (spin up / spin down)	-12.12 / -15.30	eV
expectation value of S²	8.7823
largest force on an atom	0.02532	hartree/bohr
orbital gap (spin up / spin down)	6.46 / 6.24	eV
total charge	+2
M	643.6	g/mol

***

The following is a quantum chemistry calculation of a molecular structure, C28H43Br2F10I2N3O11P3 at a distorted geometry, from the OMol25 dataset.

```
102
Properties=species:S:1:pos:R:3
C 1.485 -6.725 3.034
C 0.378 -5.771 2.612
O -0.583 -5.626 3.319
O 0.536 -5.074 1.428
C -0.521 -5.399 0.512
C -0.566 -4.411 -0.672
C -1.745 -3.404 -0.620
C -1.486 -1.951 -0.095
C -0.117 -1.758 0.564
C 0.032 -1.000 1.914
C 1.353 -0.229 1.979
F 1.224 0.585 3.046
F 1.538 0.576 0.912
C 2.607 -1.142 2.221
F 3.071 -0.851 3.446
F 2.314 -2.456 2.234
C 3.776 -0.906 1.241
F 4.219 0.347 1.356
F 3.393 -1.126 -0.030
C 5.020 -1.822 1.475
F 4.777 -3.092 1.196
F 5.561 -1.655 2.665
F 5.935 -1.408 0.582
C -2.588 -1.792 1.014
P -2.448 -2.997 2.456
N -2.717 -2.302 3.834
O -3.905 -1.967 0.497
C -4.322 -0.903 -0.359
C -5.652 -1.544 -0.915
C -6.668 -0.633 -1.581
O -7.324 0.229 -1.106
Br -7.022 -1.049 -3.500
C -4.725 0.397 0.339
I -4.576 2.342 -0.578
C -5.266 0.415 1.568
C -5.572 -0.804 2.414
I -5.860 2.204 2.591
C -3.290 -0.916 -1.522
Br -3.724 0.185 -3.082
N -1.825 -0.881 -1.172
C -1.259 0.497 -0.881
C -1.422 1.353 0.372
O -0.715 2.327 0.384
F -2.283 1.256 1.402
P -0.929 -1.305 -2.749
N -1.740 -2.193 -3.714
O -0.429 -0.020 -3.543
O 0.434 -2.071 -2.361
H 1.479 -6.693 4.122
H 2.458 -6.384 2.682
H 1.235 -7.741 2.731
H -0.300 -6.395 0.108
H -1.499 -5.505 0.992
H -0.682 -5.055 -1.546
H 0.433 -3.983 -0.748
H -2.512 -3.917 -0.035
H -2.191 -3.446 -1.615
H 0.627 -1.298 -0.097
H 0.375 -2.705 0.791
H -0.741 -0.293 2.212
H 0.101 -1.696 2.752
H -2.586 -0.817 1.512
H -1.120 -3.461 2.419
H -3.302 -4.073 2.131
H -1.885 -2.387 4.407
H -5.461 -2.402 -1.562
H -6.136 -1.953 -0.026
H -6.059 -0.535 3.348
H -6.212 -1.542 1.928
H -4.633 -1.284 2.692
H -3.496 -1.880 -1.981
H -0.183 0.461 -1.058
H -1.581 1.194 -1.658
H -1.295 -3.094 -3.845
H -1.115 0.643 -3.720
H 0.909 -2.199 -3.197
O 4.352 5.786 -2.829
P 3.630 5.924 -1.533
O 2.294 4.972 -1.717
C 2.390 3.681 -2.298
C 2.455 2.604 -1.230
O 2.969 7.404 -1.678
C 3.485 8.356 -2.611
C 2.663 8.353 -3.884
O 3.450 6.076 0.095
C 3.977 5.082 0.978
C 5.378 4.640 0.614
H 3.249 3.604 -2.967
H 1.490 3.541 -2.903
H 3.409 2.640 -0.699
H 2.363 1.610 -1.680
H 1.660 2.735 -0.497
H 4.538 8.170 -2.820
H 3.421 9.337 -2.137
H 2.571 7.348 -4.295
H 3.114 8.999 -4.639
H 1.651 8.708 -3.683
H 3.288 4.233 1.022
H 3.988 5.527 1.974
H 5.402 4.160 -0.373
H 5.756 3.925 1.345
H 6.055 5.495 0.579
```

Values from the calculation:
E_LUMO	-3.1	eV
HOMO	-11.24	eV
largest force on an atom	0.13318	hartree/bohr
orbital gap	8.11	eV
total charge	+1
M	1294.2	g/mol

***

The following is a quantum chemistry calculation of a molecular structure, C52H47FIIrN5O2S3Si at a distorted geometry, from the OMol25 dataset.

```
113
Properties=species:S:1:pos:R:3
Ir 1.154 -1.280 -0.217
C 3.717 -3.183 -1.981
Si 4.144 -1.462 -1.346
C 3.661 -0.080 -2.563
C 6.022 -1.378 -1.029
N 3.104 -1.260 0.176
C 3.614 -1.159 1.454
C 4.815 -0.465 1.761
C 5.338 -0.368 3.022
C 4.640 -0.991 4.073
C 3.395 -1.583 3.849
C 2.913 -1.656 2.565
F 1.700 -2.185 2.413
H 4.411 -3.508 -2.749
H 2.690 -3.245 -2.379
H 3.741 -3.890 -1.174
H 4.021 -0.363 -3.558
H 4.135 0.859 -2.309
H 2.574 -0.010 -2.561
H 6.523 -1.801 -1.915
H 6.405 -1.984 -0.198
H 6.356 -0.369 -0.900
H 5.313 0.066 0.952
H 6.178 0.236 3.233
H 5.041 -0.953 5.079
H 2.802 -2.064 4.634
N -0.710 -1.270 -0.306
S -2.092 -0.655 -0.185
N -2.443 0.654 0.665
S -2.094 2.099 0.146
N -0.815 2.342 -0.765
S 0.639 2.005 -0.228
N 1.216 0.647 -0.464
C 1.577 3.183 -1.155
C 2.908 3.271 -0.846
C 3.734 4.180 -1.488
C 3.238 4.957 -2.518
C 1.878 4.844 -2.850
C 1.024 3.959 -2.185
C 0.845 2.575 1.429
C 0.841 3.916 1.779
C 1.021 4.238 3.111
C 1.169 3.227 4.035
C 1.121 1.864 3.691
C 1.002 1.554 2.351
C -2.238 3.148 1.450
C -2.454 2.750 2.805
C -2.645 3.703 3.760
C -2.636 5.064 3.428
C -2.392 5.450 2.126
C -2.130 4.507 1.134
C -3.323 2.576 -1.090
C -3.054 2.667 -2.458
C -4.084 3.048 -3.302
C -5.401 3.271 -2.859
C -5.669 3.086 -1.497
C -4.610 2.803 -0.616
C -3.081 -1.826 0.638
C -4.165 -1.407 1.378
C -4.943 -2.363 2.032
C -4.626 -3.723 1.824
C -3.547 -4.074 1.021
C -2.757 -3.137 0.416
C -2.804 -0.606 -1.819
C -1.925 -0.721 -2.881
C -2.421 -0.655 -4.170
C -3.784 -0.477 -4.369
C -4.684 -0.458 -3.284
C -4.177 -0.456 -2.006
H 3.299 2.635 -0.067
H 4.742 4.231 -1.150
H 3.846 5.660 -3.063
H 1.462 5.441 -3.656
H -0.032 3.875 -2.393
H 0.740 4.701 1.070
H 1.093 5.288 3.397
H 1.310 3.491 5.076
H 1.249 1.081 4.450
H 0.929 0.520 2.020
H -2.445 1.676 3.067
H -2.811 3.371 4.790
H -2.872 5.788 4.193
H -2.414 6.482 1.835
H -1.928 4.819 0.123
H -2.052 2.447 -2.812
H -3.812 3.114 -4.326
H -6.158 3.436 -3.593
H -6.650 3.202 -1.098
H -4.772 2.720 0.454
H -4.435 -0.354 1.486
H -5.757 -2.008 2.661
H -5.183 -4.514 2.328
H -3.267 -5.095 0.852
H -1.935 -3.414 -0.221
H -0.859 -0.885 -2.721
H -1.708 -0.719 -4.956
H -4.196 -0.506 -5.379
H -5.731 -0.350 -3.487
H -4.853 -0.466 -1.137
I 2.038 -10.149 0.920
C 1.557 -8.248 0.313
C 2.280 -7.199 0.879
C 1.931 -5.903 0.567
C 0.930 -5.647 -0.367
C 0.246 -6.712 -0.953
C 0.558 -8.019 -0.606
C 0.599 -4.203 -0.774
O -0.093 -4.047 -1.758
O 1.205 -3.324 -0.037
H 3.074 -7.371 1.607
H 2.452 -5.080 0.995
H -0.529 -6.566 -1.699
H 0.037 -8.883 -1.043
```

Values from the calculation:
spin multiplicity	5
E_LUMO (spin up / spin down)	-2.1 / -4.4	eV
HOMO (spin up / spin down)	-7.10 / -10.11	eV
expectation value of S²	6.0551
largest force on an atom	0.04386	hartree/bohr
orbital gap (spin up / spin down)	4.96 / 5.72	eV
total charge	+1
M	1236.4	g/mol

***

The following is a quantum chemistry calculation of a molecular structure, C18H37OP3SeTb at a distorted geometry, from the OMol25 dataset.

```
61
Properties=species:S:1:pos:R:3
Tb -1.359 0.017 -1.737
P -1.957 -1.644 0.273
P 1.184 0.030 1.426
P 1.115 -1.132 -2.352
H -3.927 2.453 -4.384
C -3.525 1.433 -4.357
C -2.806 0.894 -3.321
H -2.713 1.488 -2.331
C -3.439 -1.398 1.297
C -1.076 -2.983 1.105
C -2.661 -2.434 -1.247
C 2.514 1.256 1.802
C 0.385 0.107 3.077
C 2.206 -1.488 1.678
C 0.834 -1.101 -4.184
C 1.308 -2.906 -1.942
C 2.859 -0.593 -2.225
H -3.761 0.794 -5.224
H -2.517 -0.190 -3.532
H -4.111 -0.679 0.807
H -3.125 -0.979 2.264
H -3.958 -2.358 1.445
H -0.694 -2.615 2.067
H -0.232 -3.313 0.486
H -1.751 -3.833 1.281
H -3.077 -1.705 -1.981
H -3.506 -3.028 -0.889
H -1.942 -3.085 -1.752
H 3.183 0.876 2.592
H 2.062 2.200 2.136
H 3.102 1.459 0.898
H 1.077 -0.191 3.876
H -0.492 -0.545 3.090
H 0.052 1.137 3.246
H 2.800 -1.415 2.601
H 2.885 -1.617 0.826
H 1.559 -2.369 1.735
H 1.728 -1.422 -4.741
H 0.572 -0.082 -4.520
H -0.006 -1.772 -4.422
H 1.929 -3.415 -2.698
H 0.308 -3.365 -1.903
H 1.787 -3.001 -0.952
H 3.498 -1.080 -2.980
H 3.271 -0.811 -1.229
H 2.904 0.493 -2.374
C 0.577 3.368 -3.160
C -0.664 3.611 -3.785
C -0.763 3.705 -5.176
C 0.371 3.458 -5.961
C 1.593 3.132 -5.356
C 1.684 3.075 -3.968
Se 0.829 3.344 -1.219
H 2.274 3.393 -1.096
H -1.581 3.714 -3.194
H -1.727 4.003 -5.639
H 0.293 3.482 -7.046
H 2.472 2.948 -5.981
H 2.626 2.850 -3.470
O -2.077 2.020 1.161
C -1.628 1.381 0.303
```

Values from the calculation:
spin multiplicity	7
E_LUMO (spin up / spin down)	-11.0 / -10.6	eV
HOMO (spin up / spin down)	-16.38 / -16.40	eV
expectation value of S²	12.6965
largest force on an atom	0.10280	hartree/bohr
orbital gap (spin up / spin down)	5.36 / 5.76	eV
total charge	+3
M	600.3	g/mol

***

The following is a quantum chemistry calculation of a molecular structure, C11H7NO4S5Y at a distorted geometry, from the OMol25 dataset.

```
29
Properties=species:S:1:pos:R:3
Y -0.617 1.211 0.045
O 3.833 0.783 -2.084
C 2.753 0.726 -1.341
O 1.620 0.798 -1.786
C 3.018 0.549 0.109
C 4.285 0.473 0.658
C 4.392 0.259 2.030
C 3.247 0.061 2.777
C 2.011 0.164 2.141
N 1.916 0.426 0.850
C 0.708 -0.116 2.913
O 0.806 -0.431 4.073
O -0.370 -0.036 2.205
H 3.613 0.868 -3.025
H 5.156 0.576 0.027
H 5.367 0.240 2.496
H 3.273 -0.167 3.833
C -3.423 -1.283 1.035
S -3.959 0.266 0.242
C -4.022 -0.069 -1.473
C -3.033 -0.620 -2.224
S -1.498 -1.122 -1.643
S -3.322 -0.629 -3.954
C -4.792 0.314 -3.945
S -5.583 0.791 -5.277
S -5.356 0.669 -2.324
H -3.706 -1.160 2.080
H -2.353 -1.426 0.967
H -3.961 -2.117 0.595
```

Values from the calculation:
ΔE to the lowest compared entry with this formula, charge and spin	0.0	kJ/mol
E_LUMO	-5.6	eV
HOMO	-10.39	eV
largest force on an atom	0.09470	hartree/bohr
orbital gap	4.74	eV
total charge	+1
M	466.4	g/mol

***

The following is a quantum chemistry calculation of 7 unconnected molecules or ions with the total composition C29H38N4O9 at a distorted geometry, from the OMol25 dataset.

```
80
Properties=species:S:1:pos:R:3
C 12.158 11.832 13.826
O 11.078 10.990 14.200
C 9.987 10.763 13.406
O 9.861 11.209 12.259
O 9.064 9.936 13.947
C 7.779 9.995 13.272
H 12.071 12.819 14.240
H 12.312 12.020 12.796
H 13.084 11.393 14.254
H 7.353 10.971 13.441
H 7.093 9.209 13.674
H 7.891 9.861 12.202
C 9.257 11.526 17.443
O 9.932 12.657 16.879
C 9.394 13.199 15.796
O 8.404 12.782 15.214
O 10.187 14.229 15.429
C 9.712 14.809 14.195
H 8.172 11.666 17.266
H 9.551 11.579 18.519
H 9.579 10.624 16.934
H 8.774 15.218 14.410
H 9.580 14.088 13.391
H 10.372 15.639 13.956
C 14.696 8.552 14.308
O 13.937 8.596 15.506
C 12.710 8.177 15.337
O 12.184 7.829 14.325
O 12.171 8.112 16.559
C 10.910 7.547 16.698
H 14.059 8.933 13.492
H 15.083 7.551 13.974
H 15.610 9.095 14.482
H 10.443 7.608 15.727
H 10.396 8.144 17.514
H 10.919 6.507 17.028
C 12.462 9.018 10.506
C 13.181 7.883 10.885
C 13.838 7.176 9.946
N 13.950 7.609 8.702
C 13.387 8.770 8.367
C 12.529 9.523 9.232
H 11.922 9.586 11.263
H 13.070 7.523 11.852
H 14.283 6.226 10.150
H 13.599 9.088 7.334
H 11.932 10.347 8.890
C 18.470 7.902 10.458
C 17.578 7.425 9.536
C 18.083 7.153 8.269
N 19.315 7.323 7.859
C 20.149 7.793 8.777
C 19.782 8.115 10.045
H 18.186 8.123 11.487
H 16.496 7.153 9.586
H 17.412 6.571 7.611
H 21.168 7.930 8.499
H 20.539 8.498 10.736
C 13.985 11.341 17.005
C 15.368 11.247 16.846
C 16.066 12.407 16.576
N 15.471 13.567 16.334
C 14.138 13.608 16.410
C 13.308 12.561 16.841
H 13.473 10.500 17.447
H 15.920 10.375 17.092
H 17.166 12.239 16.465
H 13.672 14.604 16.272
H 12.263 12.729 17.024
C 15.502 13.266 11.369
C 15.854 13.286 12.728
C 16.465 12.169 13.255
N 16.858 11.076 12.503
C 16.495 11.098 11.205
C 15.866 12.180 10.640
H 15.127 14.186 10.921
H 15.891 14.101 13.391
H 16.868 12.281 14.256
H 16.845 10.241 10.688
H 15.556 12.087 9.590
```

Values from the calculation:
ΔE to the lowest compared entry with this formula, charge and spin	22.8	kJ/mol
E_LUMO	0.6	eV
HOMO	-9.44	eV
largest force on an atom	0.05273	hartree/bohr
orbital gap	10.01	eV
M	586.6	g/mol

***

no.,E_tot (eV)
1,-76382.3225
2,-268044.8342
3,-120258.6722
4,-136931.7315
5,-76414.6454
6,-55074.9659